This record from the Open Molecules 2025 dataset describes an isolated ion of composition C2H5BrO2P and charge -1. The level of theory is wB97M-V/def2-TZVPD.

Net charge: -1
SMILES string: CC[P@](=O)([O-])Br
Lowest unoccupied orbital energy, eV: 3.69
Frontier orbital gap, eV: 9.0
Maximum force, eV Å⁻¹: 4.119

Last columns: bonded neighbours and bond lengths (Å).
Geometry (Å):
1 C -0.512 0.299 -0.002  C2 1.484, H7 1.157, H8 1.143, H9 1.037
2 C 0.827 -0.340 -0.046  C1 1.484, P3 1.929, H10 1.175, H11 1.199
3 P 2.249 0.962 0.019  C2 1.929, O4 1.470, O5 1.456, Br6 2.329
4 O 2.275 1.640 1.323  P3 1.470
5 O 2.423 1.715 -1.215  P3 1.456
6 Br 3.968 -0.609 -0.024  P3 2.329
7 H -0.518 1.120 0.814  C1 1.157
8 H -0.827 0.982 -0.863  C1 1.143
9 H -1.170 -0.476 0.198  C1 1.037
10 H 0.962 -0.992 -1.014  C2 1.175
11 H 1.098 -0.985 0.927  C2 1.199